Record 1
Formula: C2H5FNO
Source: the OMol25 dataset
Level of theory: ωB97M-V with the def2-TZVPD basis set

Structure (XYZ):
```
10
Properties=species:S:1:pos:R:3:forces:R:3:nbo_charge:R:1
C 0.5391 0.9868 0.0539 2.02 -2.62 -2.95 -0.648
C 0.0162 -0.4488 0.3533 0.26 0.89 2.10 0.227
N -1.1837 -0.6118 -0.2251 3.22 1.49 0.45 -0.205
O -2.0949 -1.4873 -0.0570 -1.63 -2.05 0.42 -0.727
F 1.4645 -1.3809 -0.2210 -0.11 -0.08 0.00 -0.705
H -0.3135 1.4615 -0.3618 -0.36 1.20 -0.35 0.195
H 1.4712 0.9973 -0.6860 -2.14 -0.37 1.01 0.207
H 0.9834 1.4833 0.8452 0.17 0.94 2.12 0.198
H 0.1931 -0.8116 1.4345 -0.68 0.30 -2.00 0.170
H -1.0754 -0.1883 -1.1361 -0.74 0.30 -0.81 0.287
```
Forces are in eV/Å.

The highest occupied orbital energy is -2.102 eV. Its net charge is -1. The value obtained for the total energy is -308.977551 Eh. The strongest force on any atom is 4.4 eV Å⁻¹. Its gap between HOMO and LUMO is 0.2393 hartree.


Record 2
Formula: C33H33N11RuS
Source: the OMol25 dataset
Level of theory: ωB97M-V with the def2-TZVPD basis set

Structure (XYZ):
```
79
Properties=species:S:1:pos:R:3:forces:R:3:nbo_charge:R:1
Ru 0.0607 0.4190 -0.0508 -0.53 1.73 1.27 1.315
C -3.2029 2.1713 -2.6895 0.00 0.00 -0.01 0.036
C -2.1554 2.0597 -1.7773 -0.04 0.06 0.02 0.029
N -1.4581 0.9371 -1.6729 -0.13 -0.17 -0.48 -0.471
C -1.7632 -0.0715 -2.5042 0.24 -0.36 0.06 0.113
C -2.8194 0.0503 -3.3895 -0.19 0.12 -0.11 0.049
N -3.5467 1.1631 -3.4741 0.14 -0.14 0.00 -0.305
C -0.8967 -1.2925 -2.4076 -0.16 0.23 -0.03 0.206
C -0.9284 -2.3366 -3.3107 -0.05 0.04 -0.06 -0.230
C -0.0434 -3.4115 -3.1802 0.02 -0.06 -0.04 0.194
C 0.8611 -3.3583 -2.1092 0.07 -0.06 -0.02 -0.260
C 0.8417 -2.2923 -1.2384 0.14 0.03 0.30 0.270
N -0.0359 -1.2911 -1.3838 0.14 -0.24 -0.23 -0.571
C 1.7693 -2.1472 -0.0646 -0.30 -0.04 -0.29 0.116
C 2.6910 -3.1123 0.3096 0.18 -0.09 0.14 0.034
N 3.4662 -2.9749 1.3830 -0.09 0.00 -0.18 -0.307
C 3.3500 -1.8527 2.0781 0.03 0.00 0.01 0.019
C 2.4375 -0.8676 1.7178 -0.01 0.03 0.02 0.016
N 1.6469 -1.0246 0.6603 0.24 -0.44 -0.07 -0.486
C -0.0491 -4.5475 -4.1355 -0.01 0.10 0.10 -0.122
C 0.8179 -5.6264 -3.9838 0.05 -0.04 0.03 -0.215
C 0.7735 -6.6661 -4.9000 -0.08 -0.03 -0.13 0.056
N -0.0642 -6.6971 -5.9336 -0.01 0.14 0.13 -0.341
C -0.8932 -5.6666 -6.0805 0.09 -0.13 -0.01 0.058
C -0.9233 -4.5806 -5.2177 -0.05 0.01 -0.06 -0.210
H -3.7718 3.0889 -2.7773 0.02 0.00 0.02 0.239
H -1.8790 2.8831 -1.1304 -0.03 -0.01 0.02 0.219
H -3.1036 -0.7632 -4.0450 -0.03 0.03 0.00 0.221
H -1.6244 -2.2987 -4.1332 0.01 -0.03 0.00 0.242
H 1.5920 -4.1394 -1.9746 -0.03 0.00 -0.03 0.238
H 2.8137 -4.0249 -0.2595 0.02 -0.01 0.04 0.224
H 3.9946 -1.7306 2.9403 -0.02 0.02 0.00 0.239
H 2.3300 0.0469 2.2888 0.04 0.02 -0.02 0.226
H 1.5350 -5.6898 -3.1781 0.00 -0.02 -0.01 0.208
H 1.4429 -7.5118 -4.7995 0.00 0.00 0.00 0.220
H -1.5655 -5.7087 -6.9286 0.00 0.01 0.00 0.222
H -1.6283 -3.7885 -5.4240 0.00 -0.01 -0.01 0.213
N -0.3596 3.3884 2.0469 0.03 -0.12 0.00 -0.559
C -1.4675 2.5607 2.0650 0.14 0.12 -0.02 0.412
C -2.5784 3.0239 2.7930 -0.01 0.00 0.04 -0.258
C -3.7301 2.2868 2.8100 -0.03 -0.01 0.01 -0.102
C -3.7797 1.0870 2.0892 -0.03 0.02 0.03 -0.252
C -2.6557 0.7017 1.4199 0.08 -0.02 0.01 0.033
N -1.4879 1.3972 1.4129 -0.05 -0.20 -0.30 -0.580
C 0.7752 3.4081 1.2527 -0.20 -0.02 0.09 0.400
C 1.5768 4.5584 1.2972 -0.01 0.03 0.05 -0.257
C 2.7039 4.6213 0.5222 0.06 -0.03 -0.05 -0.089
C 3.0352 3.5335 -0.2978 0.02 0.11 0.06 -0.247
C 2.2024 2.4548 -0.2854 -0.10 -0.01 0.08 0.047
N 1.0762 2.3712 0.4802 0.47 -0.24 -0.50 -0.590
H -0.4718 4.2206 2.6041 -0.01 0.02 0.02 0.424
H -2.5177 3.9686 3.3178 0.00 -0.01 -0.01 0.245
H -4.5942 2.6391 3.3578 0.01 0.00 0.00 0.258
H -4.6763 0.4856 2.0519 0.01 0.01 -0.01 0.252
H -2.6607 -0.2124 0.8379 0.01 0.01 -0.06 0.194
H 1.2923 5.3873 1.9323 0.01 -0.01 0.00 0.245
H 3.3258 5.5066 0.5385 0.00 -0.01 0.01 0.260
H 3.9165 3.5423 -0.9220 -0.02 0.00 -0.01 0.261
H 2.4150 1.5938 -0.9118 -0.01 -0.02 0.01 0.204
C -0.2360 -2.4766 4.8215 0.01 -0.03 -0.07 -0.424
N -0.7138 -3.7014 4.1694 0.04 0.04 0.14 -0.350
C -0.3831 -4.9434 4.8899 0.06 0.02 -0.03 -0.422
C -1.2528 -3.7014 2.9661 0.02 -0.08 -0.03 0.338
S -1.1361 -2.2893 1.9457 0.06 -0.33 0.22 0.258
N -1.9322 -4.7458 2.4839 -0.28 0.09 -0.09 -0.369
C -2.8634 -5.5126 3.3367 0.05 -0.02 -0.01 -0.419
C -2.1490 -4.9492 1.0433 0.03 0.05 0.06 -0.421
H -0.3621 -2.5921 5.8953 -0.01 0.00 0.01 0.251
H -0.8122 -1.6161 4.4909 -0.02 -0.01 0.01 0.231
H 0.8229 -2.3207 4.6085 0.01 -0.02 0.01 0.218
H 0.6605 -4.8812 5.1950 0.00 0.02 0.01 0.240
H -0.5090 -5.8064 4.2449 0.02 0.02 -0.01 0.234
H -1.0022 -5.0469 5.7799 -0.03 -0.01 -0.01 0.239
H -2.8373 -5.1554 4.3602 -0.01 0.01 -0.02 0.229
H -2.6165 -6.5728 3.3069 0.03 0.00 0.02 0.240
H -3.8710 -5.3748 2.9448 0.00 -0.01 -0.03 0.236
H -1.2623 -4.6628 0.4829 0.01 -0.01 0.00 0.223
H -3.0119 -4.3862 0.6848 -0.03 -0.03 0.02 0.216
H -2.3394 -6.0085 0.8880 0.02 -0.01 0.00 0.248
```
Forces are in eV/Å.

The highest occupied orbital energy (alpha / beta) is -15.757 / -15.793 eV. The multiplicity is 6. Its net charge is +3. The value obtained for the total energy is -2371.788342 Eh. The strongest force on any atom is 2.2 eV Å⁻¹. Its gap between HOMO and LUMO (alpha / beta) is 0.2642 / 0.1633 hartree.


Record 3
Formula: C10H13ClIrN3O7Rh
Source: the OMol25 dataset
Level of theory: ωB97M-V with the def2-TZVPD basis set

Structure (XYZ):
```
36
Properties=species:S:1:pos:R:3:forces:R:3:nbo_charge:R:1
Rh 0.7495 -0.6085 -2.2549 0.87 -0.64 -1.29 0.857
Cl 2.0271 -1.8645 -3.8601 -0.07 -0.15 0.48 -0.610
C 2.1098 0.8584 -2.5386 1.38 0.89 0.73 -0.850
C -0.7067 -0.7303 -3.6516 -1.55 -0.63 -0.57 -0.857
H 1.7125 1.4114 -3.4015 0.08 -0.22 0.12 0.203
H 2.1481 1.5103 -1.6556 0.26 0.03 -0.34 0.197
H 3.0775 0.4039 -2.7744 -0.23 0.28 0.02 0.227
H -0.5009 0.1405 -4.2926 -0.06 -0.17 0.19 0.207
H -1.6961 -0.6369 -3.1856 0.05 -0.05 -0.42 0.178
H -0.5967 -1.6552 -4.2335 -0.13 0.35 0.22 0.223
Ir 0.0364 0.1839 0.1669 1.82 0.21 1.61 1.199
C -1.4778 -1.0474 0.0802 -1.33 -0.88 0.28 -0.916
C -0.4264 0.9401 -1.5455 -0.29 0.91 -1.03 -0.753
H -2.1597 -0.8108 -0.7422 0.03 -0.22 0.21 0.227
H -1.1155 -2.0823 0.0024 -0.04 0.10 0.03 0.250
H -2.0068 -0.9268 1.0417 0.05 -0.20 -0.21 0.237
H -1.4841 0.8083 -1.7734 0.10 0.47 -0.23 0.202
H 0.0326 1.8349 -1.9744 -0.50 0.13 0.40 0.218
O 0.7678 -0.2743 7.8644 0.01 -0.57 0.00 -0.508
N 0.9068 0.6502 7.0286 0.03 -0.51 -1.74 0.378
O 0.9832 1.8529 7.3532 0.10 0.54 -0.32 -0.498
C 0.9679 0.3045 5.6303 -0.29 0.70 2.39 0.222
C 0.8816 -1.0546 5.2699 -0.31 -2.58 -0.84 -0.236
C 0.7751 -1.4169 3.9447 0.40 1.15 0.91 0.032
C 0.8730 -0.4165 2.9084 -0.17 -0.81 -0.01 0.330
O 1.0309 -0.7799 1.6856 -0.24 -0.62 0.08 -0.633
C 0.9872 0.9603 3.3087 0.72 0.86 0.43 0.096
C 1.0592 1.3122 4.6561 -0.02 1.19 -1.64 -0.309
N 1.2431 1.9361 2.3043 -0.46 -0.84 2.57 0.320
O 1.6244 3.0551 2.6742 0.18 1.00 0.02 -0.392
O 1.2406 1.6630 1.0317 -0.28 -0.05 -2.40 -0.590
N 0.6753 -2.8283 3.5491 -0.08 -2.00 0.39 0.506
O 1.2776 -3.6472 4.2796 -1.07 1.52 -1.45 -0.370
O -0.0213 -3.1506 2.5732 1.15 0.83 1.67 -0.354
H 0.8784 -1.8231 6.0429 -0.06 0.36 -0.19 0.280
H 1.2042 2.3509 4.9449 -0.04 -0.39 -0.06 0.287
```
Forces are in eV/Å.

The highest occupied orbital energy (alpha / beta) is -3.507 / -6.937 eV. The multiplicity is 9. Its net charge is -1. The value obtained for the total energy is -1754.307617 Eh. The strongest force on any atom is 2.7 eV Å⁻¹. Its gap between HOMO and LUMO (alpha / beta) is 0.1762 / 0.2057 hartree.


Record 4
Formula: C22H29F2OSi
Source: the OMol25 dataset
Level of theory: ωB97M-V with the def2-TZVPD basis set

Structure (XYZ):
```
55
Properties=species:S:1:pos:R:3:forces:R:3:nbo_charge:R:1
C -5.1001 -1.1096 0.7088 0.05 0.23 -0.19 -0.619
C -3.7784 -1.5022 1.3870 0.79 -0.09 0.22 -0.470
C -4.0153 -1.4789 2.9109 0.02 -0.06 -0.04 -0.614
C -3.4094 -2.9271 0.9492 -0.10 -0.12 0.05 -0.616
Si -2.4187 -0.2508 0.8268 -2.07 -0.10 0.54 1.908
C -2.4007 -0.2259 -1.0147 0.39 0.31 -0.38 -1.174
C -2.7449 1.3067 1.7750 0.40 0.40 -0.23 -1.169
O -0.7939 -0.6917 1.2633 2.84 -0.37 -0.78 -0.732
C 0.4855 -0.6814 1.0171 -2.21 0.15 1.17 0.814
C 1.1933 -1.9232 1.3470 0.29 -0.27 -0.39 -0.750
C 1.2395 0.5622 0.6714 -0.61 0.11 2.32 -0.528
H -5.0261 -1.1263 -0.3829 -0.07 -0.04 0.09 0.212
H -5.8807 -1.8265 1.0005 0.17 0.15 -0.04 0.230
H -5.4380 -0.1118 1.0124 0.01 -0.12 -0.04 0.215
H -3.1220 -1.7726 3.4788 -0.16 0.05 -0.09 0.209
H -4.3402 -0.4894 3.2612 0.06 -0.29 -0.08 0.213
H -4.8176 -2.1962 3.1525 0.26 0.21 -0.01 0.223
H -2.5046 -3.2933 1.4524 -0.15 0.05 -0.08 0.205
H -4.2377 -3.6026 1.2165 0.28 0.07 -0.12 0.224
H -3.2587 -2.9967 -0.1363 -0.04 -0.04 0.19 0.207
H -3.3535 0.1695 -1.3929 0.26 -0.10 0.09 0.276
H -1.5960 0.4187 -1.3917 -0.18 -0.07 -0.09 0.241
H -2.2549 -1.2315 -1.4320 -0.06 0.21 0.12 0.262
H -3.6547 1.7829 1.3816 0.21 -0.07 0.16 0.268
H -2.8918 1.1031 2.8445 0.07 0.03 -0.33 0.266
H -1.9117 2.0158 1.6718 -0.27 0.02 0.05 0.245
H 2.2197 -1.9067 0.9748 -0.16 0.01 0.20 0.271
H 1.1937 -1.9743 2.4477 -0.04 -0.16 -0.18 0.297
H 0.6634 -2.7862 0.9239 0.03 0.13 0.35 0.275
H 2.1463 0.5044 1.3055 -0.32 0.16 -0.11 0.267
H 0.6465 1.4379 0.9967 0.18 -0.44 -0.24 0.264
F 4.5745 4.6822 -1.5919 -1.23 -0.63 0.14 -0.321
C 3.3179 4.1370 -1.4543 0.65 0.24 0.02 0.412
C 2.2200 4.9773 -1.5365 0.00 -0.41 -0.06 -0.269
C 0.9631 4.3865 -1.3819 0.12 -0.28 0.31 -0.173
C 0.8422 3.0229 -1.0954 0.30 0.19 -0.38 -0.238
C 1.9663 2.1744 -1.0681 -0.39 0.43 0.51 -0.018
C 1.6734 0.6880 -0.7444 1.14 -0.19 -2.42 -0.240
C 2.7979 -0.3320 -1.1172 -0.40 -0.32 0.30 -0.029
C 2.3894 -1.5876 -1.5997 0.52 -0.02 -0.48 -0.249
C 3.3172 -2.5586 -2.0131 -0.22 0.31 0.32 -0.179
C 4.6871 -2.2840 -1.9910 -0.19 0.04 -0.06 -0.267
C 5.0756 -1.0467 -1.5035 0.63 0.39 0.33 0.405
F 6.4130 -0.7089 -1.5560 -1.55 -0.39 0.37 -0.318
C 4.1730 -0.1247 -0.9413 0.38 -0.31 -0.40 -0.245
C 3.2244 2.7604 -1.2233 0.05 0.22 -0.23 -0.247
H 2.3458 6.0435 -1.7144 -0.01 -0.29 0.00 0.250
H 0.0704 5.0016 -1.4576 0.15 -0.10 0.07 0.230
H -0.1489 2.6058 -0.9120 0.14 0.08 -0.18 0.199
H 0.8072 0.4120 -1.3833 0.49 0.17 0.17 0.228
H 1.3267 -1.8113 -1.6737 0.09 0.05 -0.13 0.204
H 2.9634 -3.5335 -2.3544 0.12 0.34 0.05 0.233
H 5.4275 -3.0152 -2.3285 -0.27 0.40 0.06 0.254
H 4.5848 0.7190 -0.3925 -0.07 -0.28 -0.31 0.228
H 4.1497 2.1955 -1.1925 -0.34 0.38 -0.18 0.229
```
Forces are in eV/Å.

The highest occupied orbital energy is -11.986 eV. Its net charge is +1. The value obtained for the total energy is -1419.964684 Eh. The strongest force on any atom is 3.0 eV Å⁻¹. Its gap between HOMO and LUMO is 0.2655 hartree.


Record 5
Formula: C11H22BrErF3O2P
Source: the OMol25 dataset
Level of theory: ωB97M-V with the def2-TZVPD basis set

Structure (XYZ):
```
41
Properties=species:S:1:pos:R:3:forces:R:3:nbo_charge:R:1
C 3.8344 -0.2658 1.5337 1.28 0.08 -1.07 -0.631
C 3.3619 0.1373 0.0976 -0.02 -0.13 0.81 -0.418
C 2.6069 1.4689 0.0585 0.35 -0.17 -0.82 -0.409
C 1.7864 1.5164 -1.2413 -0.32 -0.20 0.30 -0.401
C 0.4759 2.3172 -1.1404 0.11 0.06 -0.39 -0.457
C -0.7147 1.4788 -1.5927 0.68 1.36 -0.91 -0.412
P -1.6535 0.6097 -0.0156 -1.48 0.09 0.23 0.688
C -2.6007 0.0595 1.6114 -0.03 -0.20 0.33 -0.664
C -3.8305 0.8857 1.8977 0.03 0.45 0.77 0.479
O -3.9328 1.5393 2.8856 0.08 -0.20 -0.54 -0.450
Br -5.2905 0.7633 0.6505 0.03 -0.16 -0.08 0.033
C -2.0629 -0.9963 -1.0039 0.47 -0.43 -0.18 -0.717
C -1.0814 -2.1716 -0.9381 -0.28 -0.09 -0.42 -0.007
O 0.2969 -1.8510 -1.1712 -0.01 0.05 0.32 -0.758
C -1.1372 -2.9561 0.3584 -0.01 -0.84 -0.18 0.967
F -0.3791 -4.0741 0.3065 -0.17 0.55 0.03 -0.307
F -2.3616 -3.2848 0.6980 0.07 0.00 -0.04 -0.270
F -0.6176 -2.2533 1.4494 0.64 0.24 0.23 -0.401
H 3.2433 0.1945 2.3468 0.33 0.13 0.03 0.212
H 4.8981 -0.0478 1.6434 -0.28 0.17 0.43 0.321
H 3.7731 -1.3732 1.5974 2.36 0.55 0.29 0.083
H 2.7027 -0.6562 -0.3193 -0.03 0.11 -0.18 0.149
H 4.2301 0.1245 -0.5712 -0.21 -0.02 0.15 0.285
H 3.3457 2.2813 0.0671 -0.32 -0.06 0.36 0.259
H 1.9357 1.5560 0.9248 0.12 0.09 -0.06 0.194
H 2.3893 1.8492 -2.0937 -0.02 -0.02 0.26 0.244
H 1.4936 0.4766 -1.4537 0.09 0.23 -0.10 0.183
H 0.5300 3.1891 -1.8101 -0.10 -0.18 0.15 0.261
H 0.3050 2.7403 -0.1436 0.11 -0.13 -0.13 0.229
H -0.3993 0.7342 -2.3291 -0.28 -0.27 0.39 0.210
H -1.4728 2.1153 -2.0602 -0.18 -0.32 0.40 0.250
H -2.8695 1.2027 -0.5448 0.15 -0.29 0.00 -0.016
H -1.3660 1.8359 0.6940 0.27 -0.09 -0.03 -0.050
H -0.3359 0.0543 0.4711 0.40 -0.16 0.20 -0.230
H -1.9190 0.2194 2.4546 -0.08 0.02 -0.23 0.240
H -2.8968 -0.9933 1.5777 0.10 0.17 -0.26 0.250
H -3.0402 -1.4096 -0.7185 0.08 0.46 0.11 0.266
H -2.1733 -0.6905 -2.0534 0.09 -0.09 0.22 0.248
H -1.3989 -2.9244 -1.6783 0.05 0.10 0.16 0.238
H 0.4163 -1.7776 -2.1277 0.16 -0.08 0.14 0.513
Er 1.9088 -1.6236 1.6826 -4.22 -0.79 -0.71 1.797
```
Forces are in eV/Å.

The highest occupied orbital energy (alpha / beta) is -14.609 / -14.409 eV. The multiplicity is 4. Its net charge is +2. The value obtained for the total energy is -4811.965730 Eh. The strongest force on any atom is 4.4 eV Å⁻¹. Its gap between HOMO and LUMO (alpha / beta) is 0.2177 / 0.2030 hartree.


Record 6
Formula: C2H5NO2S
Source: the OMol25 dataset
Level of theory: ωB97M-V with the def2-TZVPD basis set

Structure (XYZ):
```
11
Properties=species:S:1:pos:R:3:forces:R:3:nbo_charge:R:1
C -0.9910 -0.9722 -1.0154 -1.91 -1.19 -5.68 -0.042
C -1.0606 0.5645 0.6365 0.08 -2.62 2.84 -0.439
N -0.4698 -0.5692 -0.0010 1.68 -0.68 2.84 -0.399
O 3.1637 -0.0249 1.5550 0.12 0.01 -1.39 -0.820
O 2.2844 0.9157 -0.5449 -0.23 0.37 -0.34 -0.829
S 3.1846 0.0288 0.1064 0.05 -0.34 1.73 1.650
H -1.8265 -0.3908 -1.5876 0.79 -0.87 1.17 0.116
H -0.6165 -1.8464 -1.6690 -0.24 1.15 1.41 0.164
H -2.0604 0.5831 0.4073 -2.50 1.08 -1.47 0.179
H -1.1860 0.3988 1.7497 1.17 0.31 -0.95 0.200
H -0.4220 1.3127 0.3629 1.00 2.79 -0.15 0.219
```
Forces are in eV/Å.

The highest occupied orbital energy is -9.516 eV. The value obtained for the total energy is -682.554791 Eh. The strongest force on any atom is 6.1 eV Å⁻¹. Its gap between HOMO and LUMO is 0.3143 hartree.